Here is a structure of composition C59H67CdCl3GeN3O4SSeSiTe in a non-equilibrium geometry from the OMol25 dataset. Energies are from ωB97M-V/def2-TZVPD.

```
! wB97M-V def2-TZVPD RIJCOSX def2/J DEFGRID3
* xyz -2 2
Cd 0.376 0.224 0.037
Cl -6.327 0.947 -3.597
C -4.809 1.086 -2.725
C -4.026 -0.035 -2.502
C -2.828 0.127 -1.841
Cl -1.731 -1.175 -1.642
C -2.331 1.342 -1.297
O -1.263 1.404 -0.590
C -3.165 2.451 -1.635
Cl -2.616 4.052 -1.219
C -4.368 2.334 -2.314
H -4.337 -1.017 -2.840
H -4.942 3.225 -2.535
C 3.491 1.840 1.608
Si 2.521 0.230 1.635
C 2.216 -0.057 3.478
C 3.808 -1.063 1.134
H 4.351 1.760 2.288
H 2.863 2.671 1.937
H 3.851 2.081 0.603
H 3.151 -0.366 3.966
H 1.451 -0.816 3.661
H 1.857 0.868 3.937
H 4.769 -0.818 1.607
H 3.951 -1.080 0.047
H 3.511 -2.069 1.446
C -0.259 7.310 3.434
Ge -0.285 5.518 2.585
C 1.514 5.125 1.943
C -1.503 5.589 1.069
C -0.849 4.276 3.990
Se -0.844 2.364 3.503
C -2.344 2.436 2.265
H 0.032 8.062 2.693
H 0.457 7.350 4.263
H -1.248 7.577 3.822
H 1.968 6.021 1.513
H 1.457 4.362 1.161
H 2.155 4.758 2.747
H -1.438 6.554 0.559
H -2.539 5.421 1.368
H -1.221 4.805 0.362
H -1.853 4.531 4.342
H -0.162 4.375 4.833
H -3.081 3.146 2.641
H -2.776 1.440 2.244
H -2.010 2.701 1.265
C 3.281 -3.335 -9.793
C 2.992 -2.706 -8.450
C 3.238 -3.389 -7.267
C 2.999 -2.802 -6.022
C 3.276 -3.623 -4.778
C 2.489 -1.497 -5.924
Te 2.175 -0.610 -3.836
N 1.661 0.447 -1.789
C 1.933 1.715 -1.541
O 1.436 2.425 -0.610
C 3.028 2.427 -2.329
C 4.312 1.887 -2.362
C 5.365 2.604 -2.917
C 5.139 3.862 -3.464
C 3.854 4.391 -3.461
C 2.806 3.681 -2.885
C 0.220 0.000 -4.415
C -0.090 1.353 -4.291
C -1.314 1.855 -4.714
C -2.246 0.994 -5.274
C -1.963 -0.361 -5.360
C -0.746 -0.887 -4.921
C -0.528 -2.378 -4.985
C 2.251 -0.802 -7.127
C 1.728 0.618 -7.139
C 2.497 -1.412 -8.359
H 3.640 -4.359 -9.674
H 4.049 -2.768 -10.329
H 2.388 -3.356 -10.423
H 3.617 -4.409 -7.312
H 3.671 -4.606 -5.040
H 2.357 -3.762 -4.200
H 3.993 -3.124 -4.124
H 4.478 0.911 -1.923
H 6.363 2.182 -2.921
H 5.962 4.432 -3.883
H 3.669 5.365 -3.901
H 1.809 4.107 -2.847
H 0.643 2.025 -3.864
H -1.532 2.912 -4.614
H -3.205 1.371 -5.613
H -2.706 -1.037 -5.772
H -1.458 -2.895 -5.229
H -0.168 -2.744 -4.019
H 0.228 -2.634 -5.730
H 2.156 1.196 -6.319
H 0.642 0.640 -7.012
H 1.967 1.107 -8.087
H 2.291 -0.859 -9.274
S 1.220 -4.882 -1.376
C 1.412 -3.161 -1.095
N 1.377 -2.791 0.133
C 1.162 -3.874 0.981
C 1.026 -3.801 2.367
C 0.835 -4.968 3.081
C 0.790 -6.210 2.434
C 0.894 -6.297 1.057
C 1.070 -5.115 0.335
H 1.570 -2.489 -1.934
H 1.051 -2.827 2.845
H 0.711 -4.924 4.158
H 0.657 -7.115 3.016
H 0.843 -7.254 0.552
C -7.887 -0.365 -0.367
C -6.882 -1.489 -0.429
C -7.102 -2.571 -1.273
C -6.170 -3.595 -1.362
C -5.045 -3.572 -0.556
C -4.820 -2.511 0.321
N -3.663 -2.571 1.128
C -3.595 -2.219 2.466
C -4.661 -2.493 3.334
C -4.548 -2.250 4.693
C -3.381 -1.716 5.228
C -2.333 -1.404 4.372
C -2.421 -1.646 3.005
C -1.297 -1.187 2.106
O -1.075 -1.825 1.049
O -0.653 -0.164 2.461
C -5.714 -1.428 0.346
C -5.414 -0.175 1.129
H -8.796 -0.637 -0.904
H -7.483 0.543 -0.827
H -8.146 -0.124 0.668
H -8.000 -2.595 -1.883
H -6.329 -4.417 -2.051
H -4.319 -4.376 -0.593
H -2.759 -2.520 0.664
H -5.573 -2.914 2.925
H -5.383 -2.485 5.345
H -3.300 -1.528 6.293
H -1.427 -0.939 4.745
H -6.007 -0.111 2.047
H -5.629 0.704 0.516
H -4.365 -0.131 1.408
*
```

Its expectation value of S² is 0.76. As for the frontier orbital gap (spin up / spin down): 5.9 / 5.5 eV. The value obtained for the HOMO energy (spin up / spin down) is -2.19 / -2.21 eV. The calculation puts the energy above the lowest of the compared OMol25 structures with the same formula, charge and spin at 0.0 kcal/mol.

Here are the Löwdin charges for atoms 1 to 5, given in e:
1. Cd 1.36
2. Cl 0.60
3. C -0.69
4. C -0.15
5. C -0.56


Here is a structure of composition C59H68F6N3O4PS2 in a non-equilibrium geometry from the OMol25 dataset. Energies are from ωB97M-V/def2-TZVPD.

```
! wB97M-V def2-TZVPD RIJCOSX def2/J DEFGRID3
* xyz 0 1
C 2.337 -4.061 2.188
O 2.092 -3.852 0.815
C 3.268 -3.823 0.018
C 3.086 -2.833 -1.097
C 2.738 -1.396 -0.680
C 3.209 -0.968 0.714
C 3.458 0.546 0.859
C 2.316 1.267 1.557
C 1.075 1.421 0.681
C 0.255 2.638 1.082
C -1.237 2.494 0.811
C -1.580 2.176 -0.633
C -3.002 1.625 -0.823
C -3.010 0.159 -1.312
C -4.138 -0.728 -0.861
C -4.420 -1.104 0.432
C -3.485 -0.648 1.525
C -2.893 -1.743 2.398
O -2.852 -2.864 2.029
N -2.281 -1.370 3.647
C -1.455 -0.173 3.508
C -3.272 -1.183 4.722
C -5.560 -1.938 0.701
S -5.940 -2.371 2.386
C -6.366 -2.477 -0.284
P -7.727 -3.688 0.072
O -8.827 -2.860 0.961
O -8.518 -3.721 -1.354
C -6.049 -2.140 -1.639
N -6.674 -2.535 -2.749
S -5.922 -1.830 -3.977
N -4.802 -1.019 -3.202
C -4.961 -1.270 -1.896
H 2.961 -4.940 2.341
H 2.845 -3.207 2.633
H 1.387 -4.201 2.679
H 4.152 -3.636 0.620
H 3.398 -4.812 -0.423
H 3.947 -2.858 -1.754
H 2.266 -3.208 -1.683
H 1.660 -1.298 -0.712
H 3.160 -0.708 -1.401
H 4.110 -1.498 0.992
H 2.442 -1.233 1.433
H 3.628 0.986 -0.118
H 4.376 0.682 1.420
H 2.666 2.241 1.886
H 2.079 0.710 2.459
H 1.437 1.535 -0.335
H 0.483 0.515 0.771
H 0.376 2.774 2.154
H 0.643 3.543 0.630
H -1.634 1.768 1.512
H -1.710 3.441 1.059
H -1.470 3.104 -1.184
H -0.853 1.493 -1.056
H -3.575 1.770 0.082
H -3.450 2.208 -1.616
H -2.061 -0.333 -1.128
H -3.090 0.218 -2.385
H -2.626 -0.221 1.028
H -3.894 0.147 2.140
H -0.713 -0.298 2.730
H -2.025 0.740 3.338
H -0.925 -0.029 4.441
H -4.260 -1.488 4.418
H -2.998 -1.775 5.586
H -3.329 -0.144 5.027
H -6.682 -1.299 2.687
H -8.496 -2.030 1.314
H -9.442 -3.920 -1.157
F 2.643 4.905 0.169
C 2.396 5.520 -1.007
C 2.275 4.750 -2.146
C 2.019 5.387 -3.352
C 1.896 6.769 -3.402
C 2.024 7.520 -2.241
C 2.271 6.893 -1.029
H 2.382 3.675 -2.084
H 1.917 4.800 -4.254
H 1.701 7.260 -4.346
H 1.934 8.597 -2.277
H 2.371 7.459 -0.113
F 4.499 9.168 -0.144
C 5.666 9.024 -0.815
C 6.085 7.755 -1.155
C 7.280 7.613 -1.843
C 8.034 8.731 -2.172
C 7.590 9.996 -1.815
C 6.393 10.152 -1.132
H 5.483 6.897 -0.883
H 7.622 6.626 -2.123
H 8.967 8.615 -2.707
H 8.178 10.868 -2.066
H 6.026 11.128 -0.844
F 3.421 -9.795 2.179
C 2.296 -9.066 2.331
C 1.398 -9.423 3.317
C 0.245 -8.667 3.471
C 0.004 -7.579 2.643
C 0.921 -7.243 1.657
C 2.081 -7.987 1.498
H 1.604 -10.278 3.947
H -0.467 -8.930 4.241
H -0.897 -6.994 2.766
H 0.736 -6.395 1.009
H 2.813 -7.739 0.740
F -6.268 -9.118 -1.037
C -6.348 -8.405 -2.179
C -6.449 -9.080 -3.379
C -6.535 -8.343 -4.551
C -6.513 -6.955 -4.508
C -6.407 -6.300 -3.288
C -6.326 -7.027 -2.110
H -6.459 -10.162 -3.388
H -6.621 -8.855 -5.499
H -6.581 -6.385 -5.425
H -6.393 -5.219 -3.247
H -6.252 -6.534 -1.149
F 0.818 -1.724 -3.774
C 0.018 -2.793 -3.982
C -0.467 -3.028 -5.252
C -1.284 -4.131 -5.455
C -1.611 -4.969 -4.397
C -1.113 -4.708 -3.128
C -0.286 -3.614 -2.916
H -0.206 -2.359 -6.061
H -1.668 -4.334 -6.446
H -2.252 -5.824 -4.561
H -1.365 -5.357 -2.301
H 0.117 -3.399 -1.935
F 5.975 11.057 2.399
C 5.527 10.281 3.409
C 4.861 9.112 3.105
C 4.406 8.317 4.148
C 4.615 8.701 5.465
C 5.285 9.884 5.743
C 5.751 10.685 4.709
H 4.704 8.836 2.074
H 3.887 7.394 3.928
H 4.256 8.079 6.274
H 5.447 10.188 6.768
H 6.281 11.607 4.903
*
```

As for the frontier orbital gap: 7.5 eV. The value obtained for the HOMO energy is -8.29 eV. The calculation puts the energy above the lowest of the compared OMol25 structures with the same formula, charge and spin at 0.0 kcal/mol.

Here are the Löwdin charges for atoms 1 to 5, given in e:
1. C -0.11
2. O -0.20
3. C -0.24
4. C -0.17
5. C -0.18


Question: Which value of energy above the lowest of the compared OMol25 structures with the same formula, charge and spin does entry 1 give?
Answer: 0.0 kcal/mol